Entry from OMol25: 12 unconnected molecules or ions with the total composition C52H92F18N2O24 (ωB97M-V/def2-TZVPD).

Geometry as XYZ:
```
188
C52H92F18N2O24, DFT ωB97M-V/def2-TZVPD
C 3.994 -17.822 -27.579
C 3.270 -18.784 -26.686
N 2.773 -19.563 -26.021
H 3.367 -17.662 -28.456
H 4.877 -18.380 -27.892
H 4.368 -16.921 -27.091
C 0.378 -22.502 -22.947
C -0.846 -23.272 -23.216
N -1.883 -23.768 -23.402
H 0.509 -21.774 -23.748
H 1.289 -23.076 -22.780
H 0.121 -21.996 -22.016
C 6.283 -19.897 -25.367
O 5.792 -20.474 -26.563
C 6.770 -21.133 -27.263
C 7.346 -22.433 -26.701
O 8.255 -22.062 -25.681
C 9.616 -21.786 -25.889
C 10.489 -21.933 -24.595
O 11.832 -21.619 -24.746
C 12.531 -22.095 -25.892
H 5.526 -19.395 -24.765
H 7.034 -19.136 -25.580
H 6.602 -20.683 -24.682
H 7.552 -20.434 -27.558
H 6.336 -21.272 -28.253
H 7.812 -22.988 -27.515
H 6.511 -22.998 -26.286
H 9.787 -20.773 -26.253
H 9.996 -22.457 -26.660
H 10.468 -22.956 -24.216
H 10.154 -21.270 -23.797
H 12.148 -21.798 -26.869
H 12.681 -23.174 -25.914
H 13.506 -21.610 -25.842
C 3.151 -17.050 -13.824
O 2.927 -17.999 -14.894
C 2.565 -17.438 -16.134
C 2.707 -18.463 -17.275
O 1.628 -19.342 -17.370
C 1.604 -20.374 -16.306
C 0.614 -21.478 -16.714
O 1.064 -22.432 -17.611
C 1.469 -22.011 -18.917
H 3.382 -17.671 -12.958
H 2.205 -16.554 -13.608
H 3.896 -16.266 -13.963
H 3.337 -16.734 -16.446
H 1.593 -16.946 -16.161
H 3.683 -18.946 -17.219
H 2.664 -17.874 -18.191
H 1.205 -19.951 -15.384
H 2.530 -20.896 -16.066
H -0.284 -21.025 -17.134
H 0.410 -22.077 -15.826
H 1.810 -22.853 -19.520
H 2.186 -21.191 -18.958
H 0.650 -21.499 -19.422
C 2.480 -13.852 -15.909
O 2.835 -13.836 -17.329
C 1.726 -13.419 -18.125
C 2.080 -13.385 -19.641
O 2.700 -12.129 -19.889
C 2.907 -11.776 -21.244
C 3.773 -10.531 -21.377
O 4.152 -10.294 -22.668
C 5.305 -11.108 -23.051
H 3.448 -14.193 -15.543
H 1.759 -14.653 -15.746
H 2.180 -12.871 -15.540
H 1.381 -12.442 -17.787
H 0.870 -14.089 -18.053
H 1.204 -13.584 -20.259
H 2.782 -14.189 -19.861
H 1.936 -11.623 -21.716
H 3.416 -12.591 -21.759
H 4.563 -10.715 -20.649
H 3.216 -9.611 -21.200
H 5.626 -10.876 -24.067
H 5.177 -12.189 -23.090
H 6.139 -10.909 -22.379
C -2.258 -19.321 -17.824
O -2.668 -20.345 -16.899
C -3.794 -21.070 -17.419
C -4.238 -22.319 -16.596
O -4.840 -22.002 -15.304
C -3.940 -21.304 -14.421
C -2.510 -21.987 -14.276
O -2.602 -23.314 -13.919
C -1.324 -23.878 -13.555
H -2.957 -18.485 -17.826
H -2.148 -19.570 -18.879
H -1.300 -18.906 -17.512
H -3.626 -21.385 -18.449
H -4.576 -20.311 -17.408
H -3.411 -23.003 -16.407
H -4.977 -22.937 -17.106
H -4.404 -21.367 -13.436
H -3.800 -20.271 -14.739
H -1.989 -21.437 -13.493
H -1.909 -21.723 -15.147
H -0.655 -23.197 -13.027
H -0.950 -24.163 -14.538
H -1.540 -24.774 -12.972
C 9.176 -13.064 -23.654
C 7.923 -13.383 -24.424
O 7.194 -14.424 -23.760
C 6.095 -14.961 -24.346
O 5.770 -14.875 -25.599
C 5.321 -15.855 -23.365
F 4.847 -16.921 -24.028
F 6.051 -16.348 -22.338
F 4.351 -15.113 -22.869
H 9.893 -12.510 -24.261
H 9.779 -13.931 -23.385
H 9.001 -12.587 -22.690
H 8.086 -13.534 -25.491
H 7.274 -12.515 -24.305
C 0.489 -11.374 -24.122
C 1.322 -12.353 -24.963
O 0.696 -13.626 -25.095
C 0.796 -14.572 -24.052
O 1.280 -14.393 -22.926
C 0.248 -15.941 -24.410
F 0.535 -16.225 -25.712
F 0.776 -16.898 -23.610
F -1.027 -16.002 -24.177
H 0.253 -11.909 -23.202
H -0.407 -11.047 -24.650
H 1.105 -10.517 -23.849
H 2.345 -12.430 -24.592
H 1.447 -11.894 -25.944
C -4.288 -16.745 -24.176
C -5.563 -16.383 -23.345
O -5.187 -16.216 -22.012
C -6.051 -16.118 -20.963
O -7.228 -15.759 -21.156
C -5.430 -16.385 -19.572
F -6.075 -17.381 -19.036
F -4.122 -16.758 -19.623
F -5.448 -15.247 -18.846
H -3.823 -15.768 -24.307
H -4.537 -17.091 -25.179
H -3.602 -17.445 -23.697
H -6.201 -17.266 -23.388
H -6.094 -15.497 -23.692
C 6.833 -23.436 -22.769
C 5.327 -23.281 -22.453
O 5.100 -23.527 -21.097
C 5.164 -22.449 -20.223
O 5.205 -21.274 -20.598
C 5.095 -22.879 -18.723
F 6.255 -23.383 -18.449
F 4.866 -21.838 -17.937
F 4.200 -23.830 -18.528
H 7.066 -24.494 -22.640
H 7.529 -22.794 -22.230
H 6.940 -23.252 -23.838
H 4.783 -24.093 -22.936
H 4.904 -22.344 -22.816
C -6.900 -11.724 -21.562
C -5.626 -12.053 -22.378
O -4.668 -12.735 -21.536
C -3.503 -13.074 -22.083
O -3.056 -12.649 -23.160
C -2.661 -13.960 -21.109
F -3.189 -14.062 -19.879
F -2.672 -15.197 -21.617
F -1.380 -13.555 -21.126
H -6.622 -11.068 -20.737
H -7.429 -12.586 -21.155
H -7.488 -11.274 -22.362
H -5.233 -11.139 -22.824
H -6.038 -12.660 -23.185
C 2.819 -19.379 -22.786
C 2.837 -19.143 -21.281
O 1.969 -18.031 -20.955
C 0.628 -18.192 -20.726
O -0.038 -19.234 -20.919
C -0.048 -16.952 -20.061
F 0.565 -16.516 -18.972
F -0.021 -15.955 -20.937
F -1.342 -17.098 -19.791
H 3.501 -20.161 -23.120
H 3.008 -18.455 -23.332
H 1.828 -19.573 -23.197
H 3.868 -18.989 -20.962
H 2.468 -20.038 -20.780
```

The gap between HOMO and LUMO comes out at 0.3379 hartree. For the calculated total energy, the calculation gives -5749.10078 Eh. For the max |F|, the calculation gives 6.4 eV Å⁻¹. The LUMO energy is 0.12 eV. As for the SMILES: CCOC(=O)C(F)(F)F.CCOC(=O)C(F)(F)F.CCOC(=O)C(F)(F)F.CCOC(=O)C(F)(F)F.CCOC(=O)C(F)(F)F.CCOC(=O)C(F)(F)F.COCCOCCOC.COCCOCCOC.COCCOCCOC.COCCOCCOC.CC#N.CC#N. The value obtained for the highest occupied orbital energy is -9.1 eV.